(1)
DFT (ωB97M-V/def2-TZVPD) results for one molecule with the formula C3H4O2S2 in a non-equilibrium geometry.

Positions of all 11 atoms, in Å:
C1 -1.74779 -0.45771 0.26402
C2 0.28067 0.79962 -0.34089
C3 1.14951 -0.44113 -0.40349
H1 -1.35603 -1.41654 0.06177
H2 -1.83797 -0.26790 1.35890
H3 -2.75255 -0.39794 -0.20443
H4 2.83603 0.94842 0.60320
O1 -1.08899 0.65047 -0.37538
O2 0.71584 -1.52061 -0.70010
S1 0.90819 2.31288 -0.28018
S2 2.89311 -0.20955 0.01658

Force components x, y, z for each atom (eV/Å):
C -1.8 1.1 0.3
C -1.7 1.3 0.3
C 0.6 -0.1 0.5
H 0.7 -0.8 -0.2
H 0.2 -0.1 -0.8
H 0.5 -0.2 0.6
H -0.3 1.0 0.3
O 2.4 -0.1 0.1
O 0.3 0.3 -0.2
S -0.6 -0.8 -0.2
S -0.2 -1.8 -0.6

Output
SMILES string = COC(=S)C(=O)S
HOMO-LUMO gap = 7.9 eV
Charge = 0
Electronic energy = -28939.7746 eV
Energy relative to the best compared isomer or geometry (same formula, charge and spin) = 123.4 kJ/mol
Highest occupied orbital energy = -9.325 eV
Strongest force on any atom = 2.37 eV/A
2S+1 = 1

Results of the Löwdin charge analysis, in e, for atoms 1 through 8: -0.05, -0.76, -0.75, 0.06, 0.11, 0.11, -0.20, -0.15



(2)
DFT (ωB97M-V/def2-TZVPD) results for one molecule with the formula C3H4O2S2 in a non-equilibrium geometry.

Positions of all 11 atoms, in Å:
C1 -0.98625 1.36614 0.28412
C2 -0.15726 -0.49170 -0.87944
C3 0.57263 -0.81364 0.51834
H1 -1.12783 0.73472 1.29418
H2 -0.00629 1.67815 0.44800
H3 -1.62203 2.28116 0.21811
H4 2.31866 -1.79253 -0.91801
O1 -1.04419 0.44588 -0.83017
O2 -0.09027 -0.80776 1.56813
S1 -0.17274 -1.58287 -2.12827
S2 2.31557 -1.01754 0.42499

Force components x, y, z for each atom (eV/Å):
C -1.5 -1.1 3.1
C -0.2 -2.6 0.5
C -1.8 0.3 0.7
H -0.7 1.8 -2.5
H 1.9 0.8 -0.3
H 0.2 -1.3 -0.6
H -0.3 1.9 2.6
O -0.6 1.8 0.2
O 2.3 -0.5 -2.6
S 0.6 0.9 1.0
S 0.1 -1.9 -2.2

Output
SMILES string = COC(=S)C(=O)S
HOMO-LUMO gap = 8.4 eV
Charge = 0
Electronic energy = -28938.8144 eV
Energy relative to the best compared isomer or geometry (same formula, charge and spin) = 216.0 kJ/mol
Highest occupied orbital energy = -9.251 eV
Strongest force on any atom = 3.66 eV/A
2S+1 = 1

Results of the Löwdin charge analysis, in e, for atoms 1 through 8: -0.04, -0.83, -0.79, 0.13, 0.06, 0.11, -0.01, -0.11



(3)
DFT (ωB97M-V/def2-TZVPD) results for C3H4O2Sn as an isolated structure in a non-equilibrium geometry.

Positions of all 10 atoms, in Å:
O1 -0.65495 -1.13630 -0.35017
C1 -0.57496 0.01127 0.33827
Sn1 0.33100 1.86604 -0.58373
O2 -1.47634 0.86366 0.47460
C2 0.74847 -1.54817 -0.35800
H1 0.81918 -2.46894 0.23428
H2 1.04626 -1.72247 -1.39877
C3 1.36343 -0.31268 0.27378
H3 1.55373 -0.31679 1.35631
H4 2.39047 -0.17374 -0.09001

Force components x, y, z for each atom (eV/Å):
O -0.2 1.3 1.9
C -3.1 -1.1 -2.5
Sn 1.0 1.9 -0.7
O 3.1 -2.3 0.5
C -0.3 -0.3 0.2
H 0.2 0.3 -0.2
H -0.1 0.1 0.3
C 0.3 -0.5 1.3
H -0.5 -0.4 -0.1
H -0.3 1.1 -0.6

Output
HOMO-LUMO gap (alpha / beta) = 5.6 / 9.8 eV
Charge = +1
Electronic energy = -13090.3780 eV
Energy relative to the best compared isomer or geometry (same formula, charge and spin) = 129.5 kJ/mol
Highest occupied orbital energy (alpha / beta) = -11.990 / -15.720 eV
Strongest force on any atom = 4.19 eV/A
2S+1 = 2

Results of the Löwdin charge analysis, in e, for atoms 1 through 8: 0.05, -0.55, 1.33, -0.02, -0.13, 0.15, 0.14, -0.17



(4)
DFT (ωB97M-V/def2-TZVPD) results for one molecule with the formula C3H4O3 in a non-equilibrium geometry.

Positions of all 10 atoms, in Å:
C1 -0.01440 -0.00792 0.22085
C2 1.16783 -0.95058 0.04799
C3 2.35128 -0.60517 0.41963
O1 3.43892 -0.48022 0.81209
O2 0.26988 1.32156 -0.83444
O3 1.25664 2.06248 -0.30310
H1 -0.28786 0.33621 1.29960
H2 -0.79752 -0.53652 -0.21805
H3 1.10052 -1.66044 -0.76548
H4 -0.49400 2.01093 -0.84647

Force components x, y, z for each atom (eV/Å):
C 1.7 0.2 0.9
C -3.5 1.5 -0.8
C 3.9 0.4 1.6
O -1.5 0.1 -0.6
O -3.8 -1.4 0.5
O 2.8 1.5 1.2
H 0.9 0.1 -2.3
H -1.8 -0.3 -0.8
H 0.1 -0.1 0.1
H 1.1 -2.0 0.2

Output
HOMO-LUMO gap = 8.6 eV
Charge = 0
Electronic energy = -9311.4281 eV
Energy relative to the best compared isomer or geometry (same formula, charge and spin) = 701.7 kJ/mol
Highest occupied orbital energy = -8.277 eV
Strongest force on any atom = 4.22 eV/A
2S+1 = 1

Results of the Löwdin charge analysis, in e, for atoms 1 through 8: 0.00, -0.09, -0.18, 0.22, -0.19, -0.28, 0.16, 0.07



(5)
DFT (ωB97M-V/def2-TZVPD) results for a 2-piece molecular cluster, C3H4O3 overall.

Positions of all 10 atoms, in Å:
C1 -1.16351 0.48939 -2.20781
C2 -0.84390 -0.65686 -2.08441
C3 0.83779 -0.28959 1.31713
O1 1.16363 -1.12094 0.52801
O2 1.07332 -0.37567 2.61701
O3 0.18000 0.83510 0.99691
H1 -1.44456 1.48924 -2.37630
H2 -0.54573 -1.65026 -1.91381
H3 0.75310 0.41104 3.07973
H4 -0.01012 0.86856 0.04354

Force components x, y, z for each atom (eV/Å):
C 0.1 -0.4 -0.1
C -0.1 0.5 0.2
C -0.3 0.1 -0.8
O 0.2 -0.4 -0.1
O 0.1 0.1 0.6
O -0.2 0.6 0.3
H -0.2 0.5 -0.1
H 0.2 -0.5 0.1
H 0.0 0.0 -0.2
H 0.2 -0.4 0.1

Output
SMILES string = O=C(O)O.C#C
HOMO-LUMO gap = 11.5 eV
Charge = 0
Electronic energy = -9316.7497 eV
Energy relative to the best compared isomer or geometry (same formula, charge and spin) = 188.2 kJ/mol
Highest occupied orbital energy = -10.945 eV
Strongest force on any atom = 0.82 eV/A
2S+1 = 1

Results of the Löwdin charge analysis, in e, for atoms 1 through 8: 0.00, 0.02, -0.68, 0.12, 0.15, 0.12, 0.02, 0.03



(6)
DFT (ωB97M-V/def2-TZVPD) results for C3H4O3 as an isolated structure in a non-equilibrium geometry.

Positions of all 10 atoms, in Å:
C1 1.54718 -1.12441 -0.05676
C2 1.08356 0.10905 0.02621
C3 -0.37129 0.59554 -0.05566
O1 3.33570 -0.77149 -0.14371
O2 1.97274 1.08158 -0.10432
O3 3.23171 0.53312 0.24365
H1 1.36110 -2.12721 0.16731
H2 -0.26912 1.39660 -0.84259
H3 -0.49530 1.06125 0.85585
H4 -1.18447 -0.13955 -0.23857

Force components x, y, z for each atom (eV/Å):
C 3.9 1.8 0.4
C -1.7 -2.0 -1.1
C 1.7 -0.2 -2.1
O -4.4 -1.6 -0.7
O -0.1 1.1 -0.4
O 1.5 1.2 1.3
H -0.4 -1.0 0.1
H -0.8 -0.8 0.6
H -0.8 1.2 2.0
H 1.0 0.4 -0.1

Output
HOMO-LUMO gap = 9.5 eV
Charge = 0
Electronic energy = -9310.2533 eV
Energy relative to the best compared isomer or geometry (same formula, charge and spin) = 815.0 kJ/mol
Highest occupied orbital energy = -8.808 eV
Strongest force on any atom = 4.68 eV/A
2S+1 = 1

Results of the Löwdin charge analysis, in e, for atoms 1 through 8: 0.20, -0.40, 0.02, -0.09, 0.02, -0.10, 0.08, 0.11



(7)
DFT (ωB97M-V/def2-TZVPD) results for one molecule with the formula C3H4O3 in a non-equilibrium geometry.

Positions of all 10 atoms, in Å:
C1 -0.07052 0.38835 0.01653
C2 0.97136 -0.48112 -0.08300
C3 -1.49653 0.44221 0.07743
O1 0.74243 1.53268 0.07031
O2 1.85616 0.64812 0.15697
O3 1.27739 -1.81574 0.01575
H1 -1.69574 1.50351 -0.20949
H2 -1.96005 -0.21275 -0.68743
H3 -1.74594 0.08486 1.02972
H4 2.12144 -2.09012 -0.38680

Force components x, y, z for each atom (eV/Å):
C 2.1 -1.9 -1.3
C -0.3 1.6 1.0
C -0.5 0.8 -2.4
O -0.5 -1.2 0.6
O 1.6 -1.1 -0.7
O -0.2 1.4 0.2
H -0.7 -0.8 0.8
H 0.2 0.4 0.4
H -1.2 0.2 1.5
H -0.5 0.7 -0.1

Output
SMILES string = Cc1ooc1O
HOMO-LUMO gap = 9.0 eV
Charge = 0
Electronic energy = -9313.0724 eV
Energy relative to the best compared isomer or geometry (same formula, charge and spin) = 543.0 kJ/mol
Highest occupied orbital energy = -8.403 eV
Strongest force on any atom = 3.07 eV/A
2S+1 = 1

Results of the Löwdin charge analysis, in e, for atoms 1 through 8: -0.30, -0.23, -0.02, 0.03, 0.02, 0.08, 0.11, 0.10



(8)
DFT (ωB97M-V/def2-TZVPD) results for one molecule with the formula C3H4O3 in a non-equilibrium geometry.

Positions of all 10 atoms, in Å:
C1 0.31442 -0.56434 0.41416
C2 1.39888 -1.20555 0.60933
C3 -0.47616 0.38937 -0.26971
O1 -0.74716 -0.05299 1.02658
O2 0.03892 1.68289 -0.38322
O3 -1.43236 0.20400 -1.24264
H1 1.75048 -1.70382 1.58224
H2 2.12988 -1.08520 -0.16754
H3 -0.64981 2.17471 -0.78008
H4 -2.32708 0.16093 -0.78912

Force components x, y, z for each atom (eV/Å):
C -0.3 0.5 -1.1
C 2.9 -1.9 2.1
C 0.6 2.0 -1.5
O -2.2 0.1 2.0
O 0.8 -1.6 1.0
O -1.6 -0.6 1.0
H -0.9 0.9 -1.6
H 0.2 -0.4 -0.3
H -1.1 1.1 -0.8
H 1.5 -0.1 -0.8

Output
SMILES string = C=C1OC1(O)O
HOMO-LUMO gap = 10.2 eV
Charge = 0
Electronic energy = -9315.6810 eV
Energy relative to the best compared isomer or geometry (same formula, charge and spin) = 291.4 kJ/mol
Highest occupied orbital energy = -9.667 eV
Strongest force on any atom = 4.06 eV/A
2S+1 = 1

Results of the Löwdin charge analysis, in e, for atoms 1 through 8: -0.29, 0.07, -0.56, 0.17, 0.11, 0.09, 0.10, 0.07



(9)
DFT (ωB97M-V/def2-TZVPD) results for C3H4O3 as an isolated structure.

Positions of all 10 atoms, in Å:
O1 0.60378 1.09744 1.14239
C1 0.45863 0.03569 0.25607
C2 -0.88590 -0.70193 0.26041
O2 -0.98404 -0.54025 -1.18089
C3 0.07284 0.32960 -1.20499
O3 0.43015 1.02769 -2.09955
H1 1.54269 1.28642 1.25492
H2 1.29318 -0.67535 0.29597
H3 -1.68376 -0.14918 0.76127
H4 -0.88723 -1.75548 0.54764

Force components x, y, z for each atom (eV/Å):
O 0.1 0.0 0.1
C 0.0 -0.2 -0.1
C -0.1 -0.1 0.3
O -0.1 0.1 -0.1
C 0.2 0.3 -0.4
O -0.1 -0.4 0.4
H -0.2 0.1 0.0
H -0.1 0.2 0.0
H 0.1 -0.1 0.0
H 0.0 0.2 -0.1

Output
HOMO-LUMO gap = 10.8 eV
Charge = 0
Electronic energy = -9317.3817 eV
Energy relative to the best compared isomer or geometry (same formula, charge and spin) = 127.3 kJ/mol
Highest occupied orbital energy = -10.329 eV
Strongest force on any atom = 0.58 eV/A
2S+1 = 1

Results of the Löwdin charge analysis, in e, for atoms 1 through 8: 0.02, -0.26, -0.07, 0.05, -0.42, 0.16, 0.11, 0.16



(10)
DFT (ωB97M-V/def2-TZVPD) results for one molecule with the formula C3H4O3 in a non-equilibrium geometry.

Positions of all 10 atoms, in Å:
C1 -0.73384 -0.92370 0.34790
C2 0.09202 0.92704 -1.28348
C3 0.01351 0.25172 -0.23243
O1 -1.82787 -0.90244 0.85005
O2 0.00914 -1.75446 0.79006
O3 0.68762 0.78029 0.79765
H1 0.81885 1.73279 -1.26331
H2 -0.28420 0.79569 -2.34554
H3 0.99022 -1.74881 0.71972
H4 0.23456 0.84187 1.61937

Force components x, y, z for each atom (eV/Å):
C -3.9 5.9 -1.0
C 0.4 2.3 -7.1
C -2.3 -1.7 2.9
O -1.9 0.8 -1.4
O 7.1 -8.2 3.1
O 2.8 0.7 1.1
H -0.3 0.2 0.2
H 0.1 -0.5 1.8
H -1.1 0.5 -0.6
H -1.0 -0.2 0.9

Output
SMILES string = C=C(O)C(=O)O
HOMO-LUMO gap = 10.4 eV
Charge = 0
Electronic energy = -9315.6985 eV
Energy relative to the best compared isomer or geometry (same formula, charge and spin) = 289.7 kJ/mol
Highest occupied orbital energy = -9.962 eV
Strongest force on any atom = 11.23 eV/A
2S+1 = 1

Results of the Löwdin charge analysis, in e, for atoms 1 through 8: -0.59, 0.08, -0.37, 0.13, 0.21, 0.06, 0.09, 0.10